1.
The following is a DFT calculation (the ωB97M-V functional and the def2-TZVPD basis) of C24H14Br2F6IrN3O3 as an isolated structure.

Geometry as XYZ:
```
53
Properties=species:S:1:pos:R:3:forces:R:3:lowdin_spin:R:1
Ir 0.540640 1.363591 -0.946116 -0.49 -0.79 -0.13 0.5257
Br -2.950254 2.510801 -0.045912 -0.03 0.01 0.01 0.0060
C -2.169404 2.854388 -1.711022 -0.02 -0.02 -0.08 0.0020
C -2.984975 3.440514 -2.671883 0.02 0.00 0.07 0.0003
C -2.445337 3.826555 -3.881170 0.04 -0.01 -0.02 0.0002
C -1.081207 3.676986 -4.078583 -0.01 0.03 0.04 0.0003
C -0.337858 3.081095 -3.089467 0.04 0.09 -0.04 -0.0004
N -0.872638 2.604792 -1.939132 -0.04 0.00 0.01 0.0010
C 1.173057 3.020896 -3.200670 0.02 -0.02 -0.13 0.0026
O 1.741647 3.501820 -4.143534 -0.07 0.01 -0.03 -0.0016
O 1.733303 2.444981 -2.176110 0.24 0.01 0.18 0.0515
H -4.027441 3.599274 -2.441830 0.00 -0.01 0.01 0.0001
H -3.073049 4.271989 -4.640626 0.00 0.01 0.00 0.0000
H -0.565453 4.026395 -4.961465 0.01 -0.01 0.00 0.0000
C 4.259639 0.328013 -1.350233 -0.02 0.03 0.00 0.0047
C 2.909787 -0.340634 -1.133959 -0.08 -0.08 0.03 0.0069
O 2.094966 0.431746 -0.290715 0.14 0.11 -0.02 0.1287
C 2.252780 -0.656224 -2.519854 0.01 -0.10 0.11 -0.0007
F 2.402419 -1.912621 -2.901087 0.00 -0.18 0.03 -0.0001
F 2.685636 0.114077 -3.494935 0.03 0.21 -0.06 0.0001
F 0.877862 -0.452500 -2.441829 -0.10 0.35 0.02 -0.0008
C 3.089967 -1.661840 -0.349935 -0.04 0.01 0.00 0.0039
F 3.500578 -1.383992 0.900429 0.05 0.05 0.14 0.0005
F 1.930661 -2.328609 -0.237189 -0.08 -0.01 0.01 0.0015
F 3.993453 -2.473664 -0.886924 0.05 -0.04 -0.08 0.0011
H 4.101991 1.296047 -1.819915 -0.01 0.00 0.01 0.0001
H 4.899412 -0.283315 -1.985667 0.02 0.01 0.00 0.0007
H 4.740980 0.472007 -0.385284 -0.01 -0.02 0.00 0.0000
Br 0.623722 2.788990 0.954867 0.26 0.07 0.36 -0.0126
C 1.707279 0.577495 2.788125 0.06 0.28 -0.18 -0.0024
C 2.763462 0.583261 3.652632 -0.10 0.20 -0.19 -0.0005
C 2.797942 -0.713909 4.181830 0.21 0.21 0.11 -0.0001
C 1.890396 -1.714104 3.828763 -0.23 -0.28 -0.10 0.0000
C 0.885106 -1.467015 2.912097 0.18 0.08 0.06 0.0005
N 0.884247 -0.201331 2.427845 -0.39 -0.40 -0.16 0.0000
H 3.438431 1.387302 3.888831 0.01 0.00 -0.01 0.0000
H 3.580925 -0.934696 4.897890 -0.01 0.02 -0.01 0.0000
H 1.976250 -2.697970 4.269884 0.00 0.02 -0.01 0.0000
H 0.143642 -2.165955 2.558225 -0.02 -0.01 0.01 0.0001
N -6.189399 -4.574221 3.319798 -0.02 -0.02 0.02 0.0174
C -5.415737 -3.886562 2.823216 -0.05 -0.03 0.01 0.0034
C -4.446396 -3.029614 2.201676 0.07 0.06 -0.03 0.0332
C -3.955878 -1.924222 2.897150 -0.02 -0.01 -0.02 -0.0079
C -3.022952 -1.100839 2.298835 -0.05 0.02 0.02 0.0314
C -2.561640 -1.379570 1.006167 0.02 0.01 -0.03 0.0088
C -3.059920 -2.492291 0.317105 0.03 -0.03 0.04 0.0329
C -4.001326 -3.309709 0.909482 0.00 -0.01 0.02 -0.0080
C -1.600726 -0.526390 0.397748 -0.07 -0.13 -0.10 0.1502
C -0.789550 0.222000 -0.122700 0.43 0.29 0.15 0.0188
H -4.318625 -1.713081 3.893350 0.00 -0.01 0.01 -0.0011
H -2.655823 -0.226193 2.819827 0.03 0.00 -0.01 0.0013
H -2.700964 -2.706082 -0.679924 0.00 0.02 -0.01 0.0012
H -4.393631 -4.167862 0.381898 0.00 0.00 0.01 -0.0010
```
Forces are in eV/Å.

Computed properties:
- ΔE to the lowest compared entry with this formula, charge and spin: 51.5 kcal per mole
- Multiplicity: 2
- Charge: +1
- E: -7164.1649 a.u.

---

2.
The following is a DFT calculation (the ωB97M-V functional and the def2-TZVPD basis) of C10H19Cl3I2NP2PdSi as an isolated structure.

Geometry as XYZ:
```
39
Properties=species:S:1:pos:R:3:forces:R:3:lowdin_charge:R:1
Pd 1.081375 0.456665 -0.711973 -0.29 -0.12 1.02 0.2165
C 1.480247 -0.917549 2.560268 0.11 0.06 0.15 -0.2004
P 0.712508 0.361561 1.561961 0.25 -0.06 -0.31 0.8094
C 1.283595 1.973598 2.130497 0.06 -0.05 0.06 -0.2069
C -1.046559 0.191228 1.847078 -0.01 0.35 0.31 -0.3889
C -1.705034 0.585018 3.006403 0.00 -0.02 0.02 -0.0337
C -3.062579 0.317220 3.126837 0.06 0.02 0.05 -0.0079
C -3.745183 -0.344636 2.113506 -0.03 -0.04 -0.07 -0.0100
C -3.080204 -0.756719 0.966216 -0.05 -0.02 -0.03 -0.0353
C -1.725680 -0.473289 0.840947 -0.21 -0.16 -0.19 -0.3888
P -0.663119 -0.989277 -0.500125 -0.04 0.30 -0.46 0.8132
C -0.276644 -2.740493 -0.295102 0.12 0.02 -0.11 -0.1836
C -1.552475 -0.867817 -2.067285 -0.07 -0.08 0.03 -0.2113
H 1.365208 -0.666920 3.618488 -0.01 0.05 -0.03 0.0864
H 2.535154 -0.981054 2.322974 0.22 -0.09 0.01 -0.0034
H 0.999690 -1.879604 2.393339 -0.01 0.02 -0.06 0.0553
H 0.849010 2.177971 3.111465 0.02 -0.03 0.02 0.0725
H 0.980175 2.765487 1.447882 -0.01 -0.01 -0.02 0.0598
H 2.369838 1.953363 2.225530 -0.04 0.07 -0.02 -0.0060
H -1.183498 1.091245 3.808983 -0.02 0.02 0.00 0.1217
H -3.591065 0.626273 4.018423 -0.01 0.01 0.00 0.1335
H -4.803790 -0.540366 2.217612 0.00 -0.01 0.00 0.1331
H -3.622188 -1.277569 0.186864 -0.01 -0.01 0.01 0.1228
H -1.193381 -3.265766 -0.018979 -0.02 0.01 -0.03 0.0825
H 0.468994 -2.903002 0.479366 0.00 0.01 0.01 0.0451
H 0.097783 -3.146293 -1.235776 0.02 -0.02 0.03 0.0671
H -2.400944 -1.556367 -2.071462 0.01 -0.01 0.03 0.0748
H -0.887810 -1.160157 -2.881203 -0.02 0.04 -0.03 0.0447
H -1.923439 0.144532 -2.218528 0.01 0.00 -0.01 0.0561
I 3.916593 1.011875 -1.003494 -0.22 -0.01 0.44 0.2091
I 4.999795 0.659903 1.428790 0.04 0.02 -0.32 0.3222
N 0.336613 2.290931 -2.014116 0.01 -0.28 -0.21 0.0120
H -0.336835 2.735846 -1.396724 -0.02 0.04 0.01 0.0560
H -0.172877 2.088252 -2.869071 -0.04 0.04 -0.02 0.0390
H 1.010768 3.010928 -2.256820 0.08 0.00 0.06 0.0498
Cl 5.066906 -0.094236 -5.857172 0.02 -0.01 0.02 0.5549
Si 3.134421 0.001003 -5.992661 0.05 -0.02 -0.10 -0.5242
Cl 2.224607 0.153941 -7.694862 -0.04 -0.01 -0.03 0.5684
Cl 2.060010 -0.035716 -4.328057 0.14 0.00 -0.22 0.3946
```
Forces are in eV/Å.

Computed properties:
- ΔE to the lowest compared entry with this formula, charge and spin: 73.2 kcal per mole
- Charge: +3
- E: -3522.4499 a.u.

---

3.
The following is a DFT calculation (the ωB97M-V functional and the def2-TZVPD basis) of a 2-piece molecular cluster, C9H21N3O3P overall.

Geometry as XYZ:
```
37
Properties=species:S:1:pos:R:3:forces:R:3:lowdin_charge:R:1
N 2.637837 -2.188916 -1.417818 -0.33 -0.08 -0.07 0.0998
C 2.784940 -1.321567 -2.347419 0.40 -0.03 -0.40 -0.5695
N 3.374666 -1.632812 -3.596466 -0.68 0.58 0.08 0.1260
N 2.426062 -0.001937 -2.189380 -0.34 -0.63 -0.02 0.0410
C 1.786052 0.397278 -0.949681 0.22 0.07 0.41 -0.1833
C 0.350395 -0.086399 -0.694150 0.09 0.56 0.06 -0.2033
C -0.536520 -0.301140 -1.906923 -0.07 -0.35 -0.05 -0.2183
C -0.417060 -1.683860 -2.581536 -0.41 0.09 -0.21 -0.3633
P -0.318005 -3.062760 -1.429300 0.40 0.19 0.28 1.0705
H 3.100270 -3.045716 -1.706313 0.17 -0.07 0.12 0.0639
H 2.799135 -2.278108 -4.121761 0.26 -0.37 0.06 0.0866
H 3.490086 -0.805741 -4.170076 0.26 0.02 0.01 0.0896
H 2.017325 0.370087 -3.032827 0.18 0.38 0.00 0.1277
H 2.388911 0.008188 -0.132778 0.21 0.02 -0.06 0.1186
H 1.843899 1.480291 -0.864595 -0.07 0.08 -0.27 0.1223
H -0.137040 0.675881 -0.087596 0.01 -0.01 0.14 0.1083
H 0.406173 -0.966908 -0.060369 -0.19 -0.09 0.04 0.0689
H -1.576513 -0.164779 -1.614364 -0.05 -0.03 0.08 0.1153
H -0.348889 0.443945 -2.680431 0.03 0.07 -0.01 0.1207
H 0.415229 -1.779024 -3.277680 0.16 0.00 0.18 0.0704
H -1.317126 -1.859208 -3.175673 -0.02 -0.12 -0.04 0.0977
H 0.674114 -2.896895 -0.469206 0.01 -0.06 -0.03 -0.0147
H 0.019365 -4.231818 -2.104220 -0.20 -0.09 -0.05 0.0084
H -1.514490 -3.261496 -0.742981 -0.16 -0.07 -0.15 0.0159
C -1.281745 2.394711 5.062000 -0.12 -0.23 0.07 -0.0165
C -1.364904 2.209331 3.570324 -0.03 0.11 0.22 -0.3234
C -2.453852 2.989974 2.867987 -0.01 0.07 -0.06 -0.0793
O -2.726415 2.158762 1.724490 0.00 0.07 0.04 0.0637
C -2.410896 0.890775 2.058166 -0.01 0.01 0.10 -0.5854
O -2.680811 -0.066519 1.400492 0.12 -0.11 -0.19 0.1347
O -1.743596 0.855437 3.228049 0.09 0.01 -0.09 0.0861
H -2.254635 2.235531 5.527488 -0.02 0.03 -0.03 0.0940
H -0.586183 1.679002 5.497417 0.07 0.05 -0.03 0.0911
H -0.937930 3.401119 5.297804 0.01 0.02 -0.02 0.0954
H -0.393498 2.402051 3.105621 -0.01 -0.02 -0.04 0.1565
H -2.149687 3.982558 2.548653 0.00 -0.05 -0.15 0.1412
H -3.364666 3.060682 3.465054 0.03 -0.01 0.06 0.1426
```
Forces are in eV/Å.

Computed properties:
- ΔE to the lowest compared entry with this formula, charge and spin: 0.0 kcal per mole
- Charge: +1
- E: -1086.6332 a.u.